(one)
ORCA calculation (ωB97M-V with the def2-TZVPD basis set) on a molecular structure, C43H41CsN7OP2SSe2.

- E_LUMO: 1.972 eV
- Orbital gap: 0.18628 Ha
- Charge: -1

CARTESIAN COORDINATES (ANGSTROEM)
Cs (-0.096, -0.510, 0.765)
N (-0.410, 2.371, 5.227)
C (-0.417, 1.915, 3.934)
S (0.722, 0.736, 3.552)
N (-1.269, 2.573, 3.178)
N (-1.464, 2.260, 1.902)
C (-2.162, 3.130, 1.224)
C (-2.693, 4.356, 1.866)
C (-4.061, 4.616, 1.827)
C (-4.602, 5.665, 2.547)
C (-3.782, 6.475, 3.316)
C (-2.418, 6.235, 3.349)
C (-1.876, 5.184, 2.632)
C (-2.512, 2.900, -0.158)
C (-2.849, 4.006, -0.967)
C (-3.234, 3.801, -2.270)
C (-3.285, 2.500, -2.763)
C (-2.904, 1.476, -1.910)
N (-2.525, 1.656, -0.658)
H (0.045, 1.801, 5.919)
H (-1.197, 2.930, 5.509)
H (-4.703, 3.972, 1.242)
H (-5.670, 5.842, 2.522)
H (-4.204, 7.292, 3.885)
H (-1.772, 6.865, 3.947)
H (-0.816, 4.992, 2.663)
H (-2.787, 5.005, -0.563)
H (-3.501, 4.638, -2.901)
H (-3.607, 2.296, -3.773)
H (-2.909, 0.445, -2.251)
Se (0.497, -6.699, -4.294)
P (2.220, -5.671, -3.651)
C (3.414, -6.838, -2.941)
C (3.866, -7.863, -3.768)
C (4.756, -8.801, -3.282)
C (5.199, -8.722, -1.969)
C (4.734, -7.715, -1.139)
C (3.833, -6.785, -1.624)
C (3.151, -5.012, -5.071)
C (4.539, -4.986, -5.082)
C (5.208, -4.409, -6.146)
C (4.495, -3.832, -7.186)
C (3.110, -3.850, -7.169)
C (2.439, -4.446, -6.118)
C (1.896, -4.227, -2.684)
C (1.850, -3.549, -1.482)
N (1.042, -2.431, -1.606)
N (0.636, -2.419, -2.962)
N (1.145, -3.562, -3.618)
P (2.644, -3.758, 0.082)
Se (2.418, -2.237, 1.512)
C (4.445, -3.928, -0.164)
C (5.021, -3.730, -1.413)
C (6.397, -3.663, -1.537)
C (7.203, -3.783, -0.417)
C (6.631, -3.970, 0.832)
C (5.258, -4.026, 0.962)
C (2.002, -5.304, 0.810)
C (0.620, -5.436, 0.751)
C (-0.003, -6.522, 1.332)
C (0.756, -7.491, 1.972)
C (2.134, -7.364, 2.029)
C (2.760, -6.270, 1.459)
H (3.514, -7.906, -4.790)
H (5.106, -9.596, -3.927)
H (5.905, -9.450, -1.592)
H (5.072, -7.652, -0.113)
H (3.452, -5.997, -0.995)
H (5.089, -5.421, -4.259)
H (6.289, -4.413, -6.162)
H (5.024, -3.369, -8.008)
H (2.552, -3.405, -7.982)
H (1.361, -4.484, -6.077)
H (4.381, -3.630, -2.282)
H (6.841, -3.504, -2.510)
H (8.278, -3.717, -0.510)
H (7.254, -4.057, 1.712)
H (4.796, -4.112, 1.937)
H (0.047, -4.678, 0.228)
H (-1.079, -6.617, 1.284)
H (0.274, -8.346, 2.425)
H (2.730, -8.118, 2.523)
H (3.835, -6.175, 1.504)
C (0.414, 2.280, -3.012)
C (1.245, 1.126, -3.547)
O (0.504, -0.066, -3.377)
C (1.210, -1.222, -3.681)
C (-0.839, -2.384, -3.086)
H (0.911, 3.220, -3.230)
H (0.280, 2.180, -1.936)
H (-0.564, 2.275, -3.486)
H (2.201, 1.042, -3.006)
H (1.466, 1.281, -4.617)
H (2.253, -1.149, -3.343)
H (1.190, -1.467, -4.757)
H (-1.210, -1.469, -2.635)
H (-1.228, -3.261, -2.574)
H (-1.097, -2.434, -4.141)

Atom charges from the Mulliken analysis, given in e for atoms 1 to 6:
1 Cs 1.036
2 N -0.404
3 C 0.214
4 S -0.615
5 N -0.629
6 N 0.121

(two)
ORCA calculation (ωB97M-V with the def2-TZVPD basis set) on a molecular structure, C43H41CsN7OP2SSe2.

- E_LUMO: 2.145 eV
- Orbital gap: 0.24600 Ha
- Charge: -1

CARTESIAN COORDINATES (ANGSTROEM)
Cs (0.795, -2.292, 0.456)
N (5.676, -2.398, 0.173)
C (4.481, -2.332, -0.506)
S (3.656, -3.806, -0.772)
N (4.171, -1.085, -0.843)
N (2.941, -0.937, -1.389)
C (2.652, 0.238, -1.822)
C (3.578, 1.407, -1.791)
C (4.840, 1.362, -2.379)
C (5.670, 2.472, -2.351)
C (5.257, 3.640, -1.721)
C (4.006, 3.692, -1.125)
C (3.172, 2.583, -1.166)
C (1.297, 0.461, -2.395)
C (1.097, 1.460, -3.353)
C (-0.165, 1.655, -3.882)
C (-1.208, 0.855, -3.443)
C (-0.922, -0.113, -2.494)
N (0.289, -0.316, -1.981)
H (6.112, -3.302, 0.198)
H (6.264, -1.582, 0.103)
H (5.166, 0.444, -2.848)
H (6.648, 2.425, -2.814)
H (5.910, 4.504, -1.694)
H (3.678, 4.595, -0.625)
H (2.194, 2.619, -0.697)
H (1.931, 2.068, -3.676)
H (-0.331, 2.423, -4.628)
H (-2.218, 0.974, -3.812)
H (-1.712, -0.751, -2.108)
Se (-5.415, 0.076, 2.021)
P (-4.273, -0.507, 3.691)
C (-3.559, 0.904, 4.592)
C (-3.133, 0.782, 5.911)
C (-2.533, 1.856, 6.548)
C (-2.348, 3.053, 5.871)
C (-2.780, 3.180, 4.559)
C (-3.392, 2.109, 3.923)
C (-5.242, -1.416, 4.939)
C (-4.628, -2.361, 5.757)
C (-5.371, -3.046, 6.709)
C (-6.727, -2.785, 6.849)
C (-7.340, -1.842, 6.035)
C (-6.602, -1.162, 5.080)
C (-2.846, -1.542, 3.373)
C (-2.582, -2.641, 2.555)
N (-1.280, -2.953, 2.731)
N (-0.777, -2.108, 3.614)
N (-1.697, -1.255, 4.024)
P (-3.432, -3.579, 1.294)
Se (-3.062, -2.927, -0.683)
C (-5.191, -3.643, 1.740)
C (-5.551, -4.153, 2.984)
C (-6.886, -4.231, 3.345)
C (-7.865, -3.805, 2.458)
C (-7.508, -3.307, 1.213)
C (-6.171, -3.223, 0.853)
C (-2.900, -5.305, 1.555)
C (-2.466, -5.775, 2.791)
C (-2.155, -7.117, 2.955)
C (-2.277, -7.997, 1.890)
C (-2.708, -7.532, 0.655)
C (-3.015, -6.190, 0.488)
H (-3.256, -0.153, 6.440)
H (-2.198, 1.752, 7.573)
H (-1.872, 3.889, 6.368)
H (-2.644, 4.113, 4.028)
H (-3.754, 2.205, 2.907)
H (-3.570, -2.565, 5.639)
H (-4.891, -3.784, 7.339)
H (-7.307, -3.322, 7.590)
H (-8.400, -1.644, 6.137)
H (-7.075, -0.450, 4.415)
H (-4.789, -4.493, 3.675)
H (-7.159, -4.613, 4.321)
H (-8.909, -3.858, 2.740)
H (-8.271, -2.968, 0.525)
H (-5.875, -2.820, -0.107)
H (-2.338, -5.089, 3.617)
H (-1.802, -7.472, 3.915)
H (-2.023, -9.042, 2.018)
H (-2.794, -8.211, -0.183)
H (-3.330, -5.814, -0.478)
C (-1.541, 0.902, 0.853)
C (-0.529, 1.197, 1.936)
O (0.766, 0.794, 1.503)
C (1.703, 0.828, 2.569)
C (3.102, 0.689, 2.012)
H (-2.524, 1.274, 1.145)
H (-1.656, -0.170, 0.675)
H (-1.251, 1.380, -0.085)
H (-0.788, 0.675, 2.863)
H (-0.507, 2.274, 2.160)
H (1.470, 0.025, 3.283)
H (1.596, 1.775, 3.118)
H (3.212, -0.205, 1.396)
H (3.825, 0.624, 2.827)
H (3.362, 1.542, 1.384)

Atom charges from the Mulliken analysis, given in e for atoms 1 to 6:
1 Cs 1.145
2 N -0.448
3 C 0.132
4 S -0.514
5 N -0.683
6 N 0.190

The structure with the greatest stability is (two).

(one)
ORCA calculation (ωB97M-V with the def2-TZVPD basis set) on a single C12H16N2O5 molecule.

- E_LUMO: 0.235 eV
- Orbital gap: 0.30705 Ha
- Charge: 0
- SMILES: N[C@@H](Cc1ccc(O)cc1)C(=O)N[C@@H](CO)C(=O)O

CARTESIAN COORDINATES (ANGSTROEM)
N (0.455, 1.243, 1.474)
C (0.537, -0.255, 0.690)
C (-0.550, -1.276, 1.212)
C (-2.018, -0.989, 0.781)
C (-2.615, 0.141, 1.382)
C (-3.610, 0.799, 0.691)
C (-4.046, 0.289, -0.494)
O (-5.085, 1.034, -1.078)
C (-3.616, -0.994, -0.981)
C (-2.613, -1.668, -0.359)
C (0.510, -0.205, -0.951)
O (-0.440, -0.276, -1.661)
N (1.781, 0.049, -1.464)
C (3.097, 0.218, -0.918)
C (3.349, 1.599, -0.249)
O (2.547, 2.609, -0.672)
C (3.717, -0.930, -0.151)
O (4.506, -0.828, 0.740)
O (3.209, -2.210, -0.333)
H (-0.536, 1.601, 1.132)
H (0.632, 1.322, 2.527)
H (1.511, -0.438, 1.135)
H (-0.264, -2.157, 0.774)
H (-0.561, -1.324, 2.363)
H (-2.321, 0.504, 2.379)
H (-4.176, 1.703, 1.039)
H (-5.562, 0.427, -1.692)
H (-4.516, -1.462, -1.545)
H (-2.251, -2.650, -0.765)
H (1.712, -0.373, -2.412)
H (3.827, 0.160, -1.733)
H (4.450, 1.782, -0.344)
H (3.147, 1.533, 0.952)
H (2.893, 3.427, -0.196)
H (2.900, -2.402, -1.275)

Atom charges from the natural (NBO) analysis, given in e for atoms 1 to 6:
1 N -0.910
2 C -0.120
3 C -0.431
4 C -0.035
5 C -0.202
6 C -0.282

(two)
ORCA calculation (ωB97M-V with the def2-TZVPD basis set) on a single C12H16N2O5 molecule.

- E_LUMO: 0.588 eV
- Orbital gap: 0.34439 Ha
- Charge: 0
- SMILES: N[C@@H](CO)C(=O)N[C@@H](Cc1ccc(O)cc1)C(=O)O

CARTESIAN COORDINATES (ANGSTROEM)
N (1.805, -0.334, -1.149)
C (1.693, -1.639, -0.613)
C (2.849, -2.214, 0.229)
O (3.974, -2.236, -0.730)
C (0.445, -1.723, 0.296)
O (0.625, -1.885, 1.424)
N (-0.753, -1.436, -0.354)
C (-1.863, -1.182, 0.462)
C (-1.676, 0.006, 1.457)
C (-0.848, 1.122, 0.939)
C (-1.356, 2.049, 0.013)
C (-0.520, 3.109, -0.305)
C (0.892, 3.086, -0.110)
O (1.700, 4.006, -0.786)
C (1.395, 2.235, 0.813)
C (0.429, 1.243, 1.438)
C (-2.933, -0.910, -0.588)
O (-2.901, -0.329, -1.656)
O (-4.135, -1.547, -0.288)
H (2.734, -0.269, -1.512)
H (2.055, 0.157, -0.285)
H (1.744, -2.302, -1.446)
H (2.876, -1.891, 1.349)
H (2.564, -3.216, 0.248)
H (4.556, -2.895, -0.174)
H (-0.635, -1.187, -1.311)
H (-2.323, -2.021, 0.987)
H (-1.179, -0.409, 2.316)
H (-2.603, 0.402, 1.816)
H (-2.502, 1.885, -0.110)
H (-0.874, 3.877, -0.917)
H (2.572, 3.758, -0.544)
H (2.550, 2.152, 1.038)
H (0.759, 0.533, 2.196)
H (-4.798, -1.341, -1.025)

Atom charges from the natural (NBO) analysis, given in e for atoms 1 to 6:
1 N -0.794
2 C -0.181
3 C -0.113
4 O -0.729
5 C 0.720
6 O -0.605

(three)
ORCA calculation (ωB97M-V with the def2-TZVPD basis set) on a single C12H16N2O5 molecule.

- E_LUMO: -0.426 eV
- Orbital gap: 0.30640 Ha
- Charge: 0
- SMILES: CCCNC(=O)c1cc(OC)c(OC)cc1[N+](=O)[O-]

CARTESIAN COORDINATES (ANGSTROEM)
C (-4.915, -0.517, 1.128)
C (-4.428, 0.837, 0.624)
C (-3.587, 0.717, -0.646)
N (-2.311, 0.096, -0.374)
C (-1.155, 0.625, -0.788)
O (-1.080, 1.674, -1.407)
C (0.126, -0.091, -0.419)
C (1.208, 0.777, -0.290)
C (2.516, 0.373, -0.065)
O (3.544, 1.246, 0.090)
C (3.286, 2.631, 0.004)
C (2.788, -1.014, -0.012)
O (3.981, -1.619, 0.179)
C (5.182, -0.883, 0.287)
C (1.722, -1.887, -0.171)
C (0.408, -1.459, -0.343)
N (-0.544, -2.529, -0.446)
O (-1.603, -2.431, 0.152)
O (-0.219, -3.505, -1.081)
H (-5.518, -1.009, 0.369)
H (-5.524, -0.390, 2.020)
H (-4.082, -1.170, 1.378)
H (-5.288, 1.472, 0.406)
H (-3.835, 1.330, 1.397)
H (-4.129, 0.125, -1.393)
H (-3.376, 1.703, -1.067)
H (-2.328, -0.797, 0.104)
H (0.979, 1.825, -0.401)
H (2.886, 2.904, -0.976)
H (2.596, 2.959, 0.786)
H (4.252, 3.111, 0.148)
H (5.374, -0.291, -0.609)
H (5.179, -0.230, 1.161)
H (5.961, -1.637, 0.399)
H (1.933, -2.945, -0.145)

Atom charges from the natural (NBO) analysis, given in e for atoms 1 to 6:
1 C -0.609
2 C -0.399
3 C -0.226
4 N -0.613
5 C 0.663
6 O -0.639

The structure with the greatest stability is (two).